(1)
Entry from the OMol25 dataset: a 14-piece molecular cluster, C55H136B6F24N8O11 overall (ωB97M-V/def2-TZVPD).

XYZ file:
```
240
C55H136B6F24N8O11 ωB97M-V/def2-TZVPD
F -3.025 -0.623 7.252
F 0.785 -6.136 0.950
F 3.336 -0.665 -4.369
F -3.574 -1.053 -2.388
F -0.024 -5.209 -0.973
F 4.748 -1.888 4.748
F -2.437 5.373 -2.626
F -2.647 -0.218 5.076
F -4.053 0.888 -1.325
F -1.084 7.202 -2.519
F -1.038 0.588 6.620
F 4.907 -0.739 2.723
F 3.308 -0.206 4.294
F -5.770 -0.519 -1.949
F -1.131 -1.550 6.119
F -4.284 -1.063 -0.263
F -1.668 6.320 -4.589
F 2.763 -0.616 -2.067
F 0.936 -3.909 0.704
F -0.134 5.184 -3.281
F 3.382 1.256 -3.171
F 3.121 -2.102 3.128
F 1.312 0.180 -3.635
F -1.170 -4.954 1.022
O -0.743 3.368 -0.018
O -3.374 9.559 0.168
O -0.601 -1.186 1.371
O 6.338 -0.784 -0.589
O -0.118 2.590 4.416
O -4.546 2.537 7.293
O 1.570 -1.457 8.384
O 2.462 -0.122 -9.456
O -3.981 11.433 -2.963
O 3.054 2.221 1.090
O -0.291 2.251 -7.166
N -2.607 2.644 5.433
N -3.960 -4.880 -2.210
N 4.268 -4.965 0.376
N -1.326 0.567 -0.587
N 2.377 0.701 -6.570
N 1.655 -1.646 6.122
N 5.563 1.224 1.126
N -3.171 8.750 -2.505
C 1.686 -0.491 -7.304
C -2.866 -4.669 -4.415
C -7.556 -3.356 -1.874
C -4.717 10.456 -3.658
C -4.148 -5.988 -1.110
C 2.128 2.170 -6.981
C -6.452 -4.373 -2.279
C -0.888 3.710 4.064
C 3.380 -5.532 -1.906
C 3.247 -5.662 4.136
C -1.370 3.160 -7.103
C -6.479 -6.858 0.858
C 7.095 0.428 -0.502
C 3.591 -0.680 7.393
C 6.325 1.602 -0.100
C 6.051 -1.040 -1.975
C 0.844 2.758 -6.446
C 3.947 -4.142 -1.858
C -3.887 -5.447 -3.520
C 5.239 2.362 2.055
C -2.656 -4.136 -1.969
C 5.777 -5.173 0.460
C -4.837 12.457 -2.424
C -1.206 4.682 0.346
C 6.721 -4.133 1.113
C 2.029 -3.095 6.013
C -5.064 -3.787 -2.128
C 3.574 -6.126 -0.493
C -0.995 -2.013 2.476
C -3.829 9.172 -3.712
C 1.251 2.733 3.916
C -4.397 -5.497 0.302
C 2.523 -1.081 -8.468
C -2.665 3.627 6.483
C -5.220 1.819 8.260
C 2.338 0.974 1.050
C -1.160 -1.680 0.172
C -4.533 9.122 -0.456
C 8.140 -4.590 1.258
C 2.197 -1.191 7.400
C 2.897 -0.456 -10.764
C 3.844 -6.135 2.712
C 3.749 -3.773 -0.365
C -5.083 -6.521 1.229
C -3.275 3.028 7.772
C 3.830 -4.863 1.882
C 3.698 2.437 2.327
C -0.657 1.580 -1.535
C -2.210 -3.654 -3.397
C -1.153 2.978 -1.349
C -0.824 -0.738 -0.930
C -4.057 8.089 -1.492
C 3.183 -6.748 5.117
C -3.647 10.745 0.856
C -2.322 3.176 4.056
B -4.430 -0.415 -1.486
B 0.107 -5.048 0.451
B 4.066 -1.310 3.745
B -1.992 -0.477 6.299
B -1.281 5.944 -3.232
B 2.661 -0.016 -3.327
H -1.473 3.541 -6.020
H -0.978 1.291 -2.550
H 0.238 -0.580 -1.196
H -1.094 0.791 0.404
H -6.193 1.522 7.808
H -6.510 -5.165 -1.549
H -5.114 8.587 0.218
H -1.269 4.095 -7.761
H -2.341 0.625 -0.669
H 4.170 -1.575 7.183
H -4.441 -7.415 1.303
H 1.407 -3.598 5.206
H 2.838 0.269 1.737
H 3.386 0.502 -6.394
H -2.609 -2.657 -3.507
H -2.595 2.226 8.248
H 4.694 0.628 0.874
H 2.234 -5.262 4.008
H -1.197 -1.022 -1.948
H 6.158 -5.266 -0.565
H 4.891 -6.487 2.880
H -0.510 -1.643 3.320
H -1.825 1.993 5.541
H 3.463 1.676 3.092
H 3.964 -0.846 -10.724
H -2.294 2.297 3.382
H -4.820 -5.541 -4.029
H -0.776 4.606 4.740
H 2.288 -5.458 -2.194
H 2.036 -1.164 5.350
H -0.651 3.567 -2.105
H 1.729 3.584 4.431
H -4.214 13.157 -1.806
H -3.268 -6.606 -1.279
H -2.711 9.508 -1.977
H -2.238 -1.898 0.159
H -2.068 -5.385 -4.649
H -6.769 -7.177 -0.153
H -3.413 7.386 -1.002
H -4.832 7.574 -2.015
H 2.970 2.810 -6.595
H 2.098 2.063 -8.043
H -2.260 4.554 0.524
H 2.902 0.424 -11.346
H 8.313 -5.189 2.084
H 5.143 -1.671 -2.017
H 2.682 -6.410 0.020
H -3.554 -6.461 -3.348
H -5.110 -4.647 0.331
H -7.678 -3.342 -0.810
H 6.981 2.431 0.212
H -4.602 10.714 1.435
H 6.118 0.510 1.607
H 0.849 0.010 -7.725
H -3.265 4.483 6.155
H -4.915 -3.315 -1.178
H 8.870 -3.772 1.250
H 1.770 -3.520 6.984
H 4.182 -7.231 5.374
H 5.829 -6.193 0.890
H -6.656 -4.802 -3.302
H 3.846 -4.869 4.488
H -0.707 -2.650 -0.025
H -5.007 -6.548 -1.495
H 0.616 -1.600 6.071
H 0.772 2.470 -5.411
H -4.904 10.649 -4.731
H 3.523 -1.384 -8.156
H 3.142 -3.163 5.790
H 0.938 3.835 -6.602
H -2.080 -1.917 2.578
H -3.400 -5.218 0.725
H -2.020 -4.816 -1.368
H 5.000 -4.207 -2.170
H 0.368 1.321 -1.338
H 7.872 0.241 0.219
H -2.804 11.128 1.444
H -1.699 3.989 6.744
H -0.675 -3.085 2.401
H -2.209 3.007 -1.510
H 4.565 -4.141 2.301
H 2.834 -4.389 1.895
H 2.007 -2.002 -8.759
H 1.246 0.955 1.340
H 6.417 -3.728 2.057
H 6.930 -1.528 -2.458
H 5.823 2.165 2.923
H -7.310 -2.376 -2.099
H -4.659 0.900 8.460
H 5.639 3.239 1.588
H 5.855 -0.086 -2.444
H -5.095 -6.002 2.183
H 1.739 1.835 4.267
H 3.552 3.474 2.762
H -0.778 4.981 1.300
H -8.482 -3.556 -2.436
H -6.770 -7.575 1.617
H -0.626 4.062 3.036
H 3.436 -3.490 -2.539
H -5.084 9.961 -0.922
H -2.323 2.599 -7.263
H -5.432 2.366 9.186
H -5.556 11.956 -1.734
H 5.581 1.935 -0.822
H -4.398 8.318 -4.032
H 3.927 -0.486 8.397
H -3.488 2.084 5.498
H 7.637 0.657 -1.412
H 2.213 -1.073 -11.242
H -5.733 10.246 -3.245
H 1.937 0.660 -5.618
H 2.382 0.589 0.019
H -3.316 -4.260 -5.363
H 2.635 -3.845 -0.135
H -2.357 8.165 -2.700
H -3.377 3.794 8.530
H 8.518 -5.201 0.432
H -3.754 11.495 0.092
H -7.110 -5.998 1.115
H 6.738 -3.236 0.521
H 2.580 -7.590 4.806
H -3.044 9.381 -4.460
H 1.268 2.832 2.813
H -1.068 5.316 -0.501
H 3.223 -6.960 2.300
H 1.472 -1.255 -6.520
H 2.839 -6.381 6.082
H -2.865 -3.175 -1.452
H -1.148 -3.692 -3.505
H 3.875 0.145 6.717
H -3.004 3.932 3.795
H -5.381 13.006 -3.156
H 4.150 -2.804 -0.003
H 3.833 -6.171 -2.638
H -4.856 -3.050 -2.911
H 4.248 -6.971 -0.448
```

The total charge is +2.

Mulliken atomic charge list, values in e, 4 entries:
1 F -0.30
2 F -0.26
3 F -0.41
4 F -0.17

---

(2)
Entry from the OMol25 dataset: C55H140F6N7O27RbS2Sr as an isolated structure (ωB97M-V/def2-TZVPD).

XYZ file:
```
239
C55H140F6N7O27RbS2Sr ωB97M-V/def2-TZVPD
Sr 1.044 2.507 -0.200
Rb 0.246 -4.594 4.658
S -1.512 -0.207 -0.172
S 0.088 -0.348 1.839
F -2.014 -1.487 -2.422
F 0.136 -0.931 -2.246
F 1.966 -0.221 3.748
F 2.801 -0.620 1.774
F -0.725 -2.523 -0.969
F 1.971 1.503 2.453
O -4.577 1.999 4.686
O 5.394 7.755 1.376
O 5.764 1.872 5.966
O 5.361 7.691 -1.483
O -6.318 1.086 -0.227
O 2.684 -3.295 6.104
O 0.726 -3.941 -6.685
O -3.600 -5.087 -5.208
O -1.657 -3.916 2.263
O 3.020 5.689 5.941
O -0.973 3.278 1.319
O -4.622 2.278 -4.580
O 0.144 -1.848 1.691
O 2.856 -1.491 -7.479
O 2.163 4.399 -1.569
O 8.127 -0.890 5.094
O 3.520 1.855 -0.050
O 0.597 -1.753 5.644
O -2.299 -1.018 0.720
O 2.231 4.421 1.341
O -3.141 -2.417 -8.538
O -2.398 0.825 -0.743
O -0.824 0.162 2.867
O -2.150 1.473 -4.373
O 1.373 -6.378 -1.599
O -6.514 -2.616 2.410
O 3.160 -4.406 -1.850
N -0.002 0.390 0.447
N -6.183 -6.290 3.348
N -4.259 3.695 -7.319
N 8.743 -1.012 1.389
N -5.008 -2.266 -0.196
N 1.808 1.208 -2.369
N -1.164 3.124 -1.489
C 1.185 -3.551 -4.418
C 8.068 -0.668 2.633
C -1.982 3.975 0.577
C 2.284 4.840 5.077
C 3.066 -3.348 -0.911
C -2.630 4.981 -1.772
C -7.721 -2.058 2.748
C -4.589 5.794 -6.237
C -3.805 0.815 4.829
C -5.507 0.025 0.163
C -6.756 -1.214 -1.620
C 1.876 0.154 2.455
C -6.410 2.171 0.728
C 4.451 -1.842 5.246
C 3.027 5.072 -0.872
C 4.588 7.007 0.781
C 4.068 -3.117 6.062
C 6.156 2.144 4.648
C 1.056 4.668 5.947
C 3.743 5.995 1.338
C 3.941 5.758 -1.553
C 2.926 5.213 0.618
C -4.824 -4.524 4.289
C 3.048 0.468 -2.037
C 4.086 1.360 -1.290
C 1.622 -4.293 -5.634
C -1.199 1.591 -5.471
C -2.462 -4.490 1.331
C -2.663 -1.768 -7.365
C 0.331 -5.910 -0.881
C 4.428 2.454 0.753
C -5.052 3.575 -4.998
C -0.846 3.601 2.716
C -6.164 -4.817 3.559
C -5.514 1.609 -3.754
C 4.495 -3.020 -0.415
C -4.187 4.340 -5.989
C 6.268 3.680 4.416
C -4.029 -0.063 3.607
C -1.534 4.349 -0.871
C 2.038 -0.376 -7.329
C -2.884 -4.662 -2.925
C 1.140 -0.275 -8.614
C 8.599 -1.326 6.319
C -6.372 -4.070 2.254
C 6.576 -0.887 2.373
C 3.644 0.042 -3.336
C -5.344 -1.013 -0.951
C -0.921 -1.370 -1.591
C -0.110 -1.009 6.593
C -2.417 -4.763 -4.452
C 4.716 6.851 -0.850
C 0.810 0.060 7.078
C -0.560 2.970 -5.508
C 8.656 -1.384 3.846
H 5.416 4.286 4.724
H 3.677 6.176 5.438
H -7.161 2.884 0.387
H -3.524 4.369 -1.895
H -3.550 -3.832 -2.687
H 5.515 -1.605 5.262
H 7.067 4.225 4.919
H -1.821 3.469 3.186
H -5.229 3.790 -7.585
H 4.311 -3.115 7.125
H -4.007 0.619 2.757
H -3.955 -4.743 3.668
H 5.020 0.824 -1.119
H -6.725 -1.974 -2.401
H 2.566 0.575 -7.263
H -1.049 -0.636 6.184
H -2.794 1.223 4.831
H -7.228 -4.586 1.819
H -8.312 -2.621 3.471
H -2.245 4.857 1.160
H 4.567 -0.474 -3.072
H 2.573 -4.242 6.212
H -4.156 -2.109 0.323
H -7.610 -1.432 -0.979
H 4.216 2.684 1.797
H -0.573 -6.137 -1.446
H -7.119 -6.635 3.189
H -3.820 -4.245 -5.612
H -4.407 -0.881 -1.492
H 4.612 -2.119 0.188
H -0.108 2.913 3.127
H 5.226 -2.932 -1.219
H 0.565 5.609 6.197
H 6.139 -0.321 1.550
H 3.960 -1.875 4.274
H -1.880 2.428 -1.335
H 1.081 0.786 6.311
H 4.893 -3.829 0.198
H 3.977 -1.019 5.783
H -0.304 -1.664 7.443
H 5.430 1.570 4.071
H 7.994 -1.140 7.206
H -5.571 5.858 -6.706
H -5.117 0.756 -3.204
H 0.696 -1.251 -8.810
H 2.644 -4.039 -5.916
H -0.671 5.014 -0.894
H -2.101 -2.452 -6.729
H 4.823 3.347 0.270
H 1.338 0.473 -2.878
H 0.397 3.112 -6.010
H 2.506 -3.755 -0.069
H -3.997 2.724 -7.411
H 6.324 -1.946 2.331
H 2.716 -0.401 -1.469
H 0.481 -2.730 -4.554
H 0.296 4.160 5.353
H 9.702 -0.706 1.478
H 6.422 3.957 3.373
H -3.458 -5.557 -2.683
H 2.431 -5.030 -1.862
H 8.370 -0.462 0.629
H 1.520 -0.547 -6.386
H -3.153 4.260 -5.652
H 7.166 1.733 4.623
H 2.092 -3.136 -3.977
H 8.844 -2.368 6.526
H -1.884 -3.898 -4.844
H -4.815 -3.457 4.508
H -3.417 -0.956 3.483
H -1.658 1.320 -6.421
H -1.753 -5.600 -4.669
H -6.075 -0.320 1.026
H -5.964 -6.866 4.148
H 1.758 -0.240 7.524
H 4.521 -4.003 5.615
H 3.545 -1.604 -6.820
H -4.720 6.393 -5.336
H -6.964 -0.266 -2.116
H 2.054 5.325 4.128
H -3.875 6.334 -6.859
H 1.297 -3.560 -7.356
H 8.385 0.358 2.817
H -2.546 -3.168 -8.598
H -1.176 3.771 -5.918
H -5.219 4.144 -4.084
H -5.534 -4.223 1.574
H -5.942 2.266 -2.997
H 0.246 0.341 -8.517
H -1.996 -5.059 0.527
H 5.841 0.921 6.069
H 9.533 -0.810 6.541
H 2.969 -0.617 -3.883
H 5.245 1.769 0.984
H 3.932 5.627 -2.625
H 0.313 -4.822 -0.944
H -2.193 5.116 -2.761
H 4.321 2.176 -1.972
H -0.503 0.839 -5.099
H 1.795 0.003 -9.440
H -2.012 -0.996 -7.775
H 1.550 -5.373 -5.507
H -4.650 -5.101 5.197
H 9.740 -1.279 3.794
H 1.377 -7.330 -1.475
H -0.292 3.258 -4.492
H -2.857 3.324 0.574
H -3.411 -1.354 -6.689
H -0.533 4.615 2.963
H -3.130 -5.243 1.748
H 1.331 -2.155 6.114
H -1.220 3.189 -2.496
H -6.321 1.381 -4.450
H -6.081 3.452 -5.334
H -6.984 -4.469 4.187
H -2.936 -3.624 0.868
H -4.596 2.455 5.531
H -2.100 -4.511 -2.183
H 0.801 -4.244 -3.669
H -5.024 -0.491 3.484
H -2.938 5.913 -1.299
H 0.273 0.408 7.961
H -8.229 -1.879 1.800
H -5.427 2.627 0.847
H -4.164 0.263 5.697
H 2.745 3.857 4.981
H -6.716 1.901 1.739
H 6.031 -0.520 3.242
H 1.974 1.862 -3.120
H 1.241 4.146 6.886
H 2.377 -2.595 -1.294
H -7.549 -1.026 3.054
H 8.565 -2.467 3.934
H -5.740 -2.435 0.479
H -4.524 0.235 0.585
H 3.639 6.165 2.399
H 3.991 0.732 -4.104
H -1.299 -3.096 1.914
H 0.252 -6.181 0.172
H -3.000 1.811 -4.666
```

The total charge is 0.

Mulliken atomic charge list, values in e, 4 entries:
1 Sr 0.72
2 Rb 1.05
3 S -0.33
4 S 0.29

---

Number 1: E -162981.7739 eV. Number 2: E -164473.1601 eV.